# 1
DFT (the ωB97M-V functional and the def2-TZVPD basis) results for a cluster of 2 separate species, C2H3IO in total at a distorted geometry.

The value obtained for the LUMO energy (alpha / beta) is 0.78 / -3.28 eV. For the electronic energy, the calculation gives -12266.1175 eV. The value obtained for the gap between HOMO and LUMO (alpha / beta) is 11.091 / 4.334 eV. The total charge is 0. Its energy above the lowest of the compared OMol25 structures with the same formula, charge and spin is 4.279 eV. For the HOMO energy (alpha / beta), the calculation gives -10.32 / -7.61 eV. The largest force on an atom is 3.5 eV/Å.

XYZ file:
```
7
C2H3IO (the ωB97M-V functional and the def2-TZVPD basis)
C -0.3647 0.8035 0.2408
C 0.7088 0.2986 1.0007
O -0.2720 -0.5741 0.8636
I -0.4853 -2.7832 -2.9330
H -1.0197 1.4863 0.7322
H -0.3859 0.6530 -0.9193
H 1.8187 0.1159 1.0150
```

=====

# 2
DFT (the ωB97M-V functional and the def2-TZVPD basis) results for a cluster of 2 separate species, C2H3IO3 in total at a distorted geometry.

The value obtained for the LUMO energy (alpha / beta) is -3.32 / -3.31 eV. For the electronic energy, the calculation gives -16359.4835 eV. The value obtained for the gap between HOMO and LUMO (alpha / beta) is 5.795 / 5.818 eV. The total charge is 0. Its energy above the lowest of the compared OMol25 structures with the same formula, charge and spin is 3.024 eV. For the HOMO energy (alpha / beta), the calculation gives -9.11 / -9.12 eV. The largest force on an atom is 7.4 eV/Å.

XYZ file:
```
9
C2H3IO3 (the ωB97M-V functional and the def2-TZVPD basis)
C -0.1545 0.4627 0.0674
C -1.3996 -0.4003 -0.5588
O -0.3612 1.6212 0.1839
O 0.6513 -0.3984 0.1798
O 2.1808 -0.1549 1.4877
I 3.7768 0.2223 0.5748
H -1.2868 -1.1716 0.1650
H -2.1525 0.3609 -0.4840
H -1.2544 -0.5418 -1.6158
```

=====

# 3
DFT (the ωB97M-V functional and the def2-TZVPD basis) results for a cluster of 2 separate species, C2H3IO3 in total at a distorted geometry.

The value obtained for the LUMO energy (alpha / beta) is -3.29 / -3.29 eV. For the electronic energy, the calculation gives -16359.4317 eV. The value obtained for the gap between HOMO and LUMO (alpha / beta) is 5.832 / 5.831 eV. The total charge is 0. Its energy above the lowest of the compared OMol25 structures with the same formula, charge and spin is 3.075 eV. For the HOMO energy (alpha / beta), the calculation gives -9.12 / -9.12 eV. The largest force on an atom is 8.2 eV/Å.

XYZ file:
```
9
C2H3IO3 (the ωB97M-V functional and the def2-TZVPD basis)
C 0.0746 0.3894 -0.0978
C -1.4224 -0.0574 -0.3681
O 0.2655 1.5458 -0.2573
O 0.4935 -0.6005 0.4158
O 2.3824 -1.0321 0.9235
I 3.4776 0.4304 0.5680
H -2.0230 0.2700 0.4319
H -1.6249 0.1626 -1.3981
H -1.6231 -1.1081 -0.2180
```

=====

# 4
DFT (the ωB97M-V functional and the def2-TZVPD basis) results for an isolated molecule of C2H3IOS at a distorted geometry.

The value obtained for the LUMO energy is -1.32 eV. For the electronic energy, the calculation gives -23103.6257 eV. The value obtained for the gap between HOMO and LUMO is 7.727 eV. The total charge is 0. Its energy above the lowest of the compared OMol25 structures with the same formula, charge and spin is 2.175 eV. For the HOMO energy, the calculation gives -9.04 eV. The largest force on an atom is 6.5 eV/Å.

XYZ file:
```
8
C2H3IOS (the ωB97M-V functional and the def2-TZVPD basis)
C 1.5808 -0.8791 0.1368
C 0.1718 -0.3967 0.1213
O 0.1520 0.9522 0.3972
S 1.7598 -2.6637 0.0263
I 3.1970 0.4370 -0.0019
H -0.6101 -0.7621 0.8817
H -0.2876 -0.7041 -1.0025
H 0.8642 1.4460 0.0191
```

=====

Look up the electronic energy of the fourth one. -23103.6257 eV